[1]
C40H56BN11NaOSiTe as an isolated structure, computed with wB97M-V/def2-TZVPD.

Computed properties:
* HOMO (spin up / spin down): 0.8 / -1.9 eV
* calculated total energy: -2980.1973 hartree
* lowest unoccupied orbital energy (spin up / spin down): 0.135 / 0.135 hartree
* HOMO-LUMO gap (spin up / spin down): 0.1060 / 0.2043 Ha
* net charge: -2
* multiplicity: 2

Geometry (Å):
Na -0.5440 -0.4529 0.0933
C 0.2196 -1.4102 3.2681
C 0.0856 -2.4507 2.2048
C -0.4664 -3.7433 2.2892
C -0.3808 -4.2449 1.0084
N 0.2113 -3.3095 0.2374
N 0.4916 -2.2175 0.9668
B 0.3633 -3.3117 -1.3066
N -0.9392 -2.7633 -1.9174
C -2.0590 -3.4030 -2.3220
C -3.0153 -2.4495 -2.5940
C -2.3924 -1.2211 -2.2977
C -2.9367 0.1687 -2.3389
N -1.1507 -1.4305 -1.8985
N 1.5692 -2.4412 -1.7258
C 2.7589 -2.8754 -2.1981
C 3.5217 -1.7707 -2.5019
C 2.6989 -0.6727 -2.1728
C 3.0050 0.7796 -2.3460
N 1.5362 -1.0967 -1.7010
N 0.6527 -4.7798 -1.7153
C 1.5190 -5.5800 -1.0576
C 1.5048 -6.8151 -1.6655
C 0.5728 -6.6749 -2.7122
C 0.1134 -7.7098 -3.6896
N 0.0760 -5.4476 -2.7307
H -0.1706 -1.7800 4.2160
H -0.3471 -0.5223 2.9768
H 1.2618 -1.1117 3.3926
H -0.8801 -4.2305 3.1574
H -0.6982 -5.1940 0.6076
H -2.0943 -4.4728 -2.4140
H -4.0232 -2.6173 -2.9388
H -3.6538 0.2943 -3.1518
H -2.1122 0.8720 -2.4624
H -3.4297 0.3899 -1.3884
H 2.9870 -3.9222 -2.3071
H 4.5207 -1.7520 -2.9085
H 4.0050 0.9123 -2.7639
H 2.9361 1.2950 -1.3887
H 2.2814 1.2486 -3.0155
H 2.0775 -5.2190 -0.2096
H 2.0779 -7.6879 -1.3979
H 0.8351 -8.5246 -3.7511
H -0.0140 -7.2663 -4.6769
H -0.8487 -8.1276 -3.3841
Te 0.4452 2.3971 -0.1469
C -0.0202 3.9264 -1.9557
C -1.2309 4.1875 -2.6055
C -1.3776 5.2587 -3.4785
C -0.3094 6.1109 -3.7315
C 0.9072 5.8793 -3.0925
C 1.0308 4.8133 -2.2154
H -2.0752 3.5177 -2.4502
H -2.3218 5.4216 -3.9918
H -0.4175 6.9400 -4.4227
H 1.7559 6.5278 -3.2956
H 1.9845 4.6369 -1.7172
C -2.9059 4.7568 0.8534
N -3.6183 3.5757 1.3206
C -4.7631 3.3045 0.4774
C -2.7249 2.4074 1.3525
C -1.5737 2.6196 2.3016
C -1.8523 2.7256 3.6612
C -0.8549 2.9452 4.5987
C 0.4575 3.1032 4.1579
C 0.7411 3.0231 2.8085
C -0.2461 2.7316 1.8553
H -3.6043 5.5938 0.7701
H -2.4255 4.5968 -0.1244
H -2.1294 5.0218 1.5710
H -5.4426 4.1608 0.4973
H -5.2923 2.4285 0.8542
H -4.4846 3.1119 -0.5739
H -2.3345 2.1928 0.3474
H -3.3027 1.5373 1.6682
H -2.8815 2.6228 3.9905
H -1.0913 2.9839 5.6558
H 1.2570 3.2627 4.8754
H 1.7617 3.1533 2.4655
N 2.0401 0.6709 1.0371
C 3.1498 0.7379 1.3949
N 4.3218 1.2746 1.7271
C 5.4871 0.4298 1.9032
C 6.3331 0.3728 0.6184
C 6.2054 1.6881 -0.1681
C 5.9621 2.8577 0.7845
C 4.5907 2.6883 1.4484
H 5.1554 -0.5681 2.1849
H 6.0837 0.8304 2.7306
H 5.9969 -0.4551 -0.0085
H 7.3762 0.1857 0.8903
H 5.3537 1.6210 -0.8479
H 7.1023 1.8578 -0.7669
H 5.9840 3.8070 0.2473
H 6.7542 2.8882 1.5395
H 3.8021 3.0524 0.7855
H 4.5431 3.2605 2.3822
C -3.9874 -3.2360 0.9141
Si -3.6519 -1.4547 1.5072
C -3.7026 -1.5161 3.4194
C -5.2809 -0.5479 1.0546
O -2.3591 -0.7733 0.9465
H -4.8270 -3.7216 1.4240
H -3.0951 -3.8440 1.0721
H -4.1948 -3.2409 -0.1577
H -4.6993 -1.7315 3.8183
H -3.3877 -0.5416 3.8072
H -3.0079 -2.2622 3.8175
H -6.1762 -1.0961 1.3655
H -5.3316 -0.4162 -0.0313
H -5.3268 0.4453 1.5116

Results of the Löwdin charge analysis, in e, for atoms 1 through 8:
1 Na 0.03
2 C -0.03
3 C -0.35
4 C -0.04
5 C -0.10
6 N 0.02
7 N 0.09
8 B -0.63

[2]
C40H57AgN4O5S2Sb2 as an isolated structure, computed with wB97M-V/def2-TZVPD.

Computed properties:
* HOMO: 0.4 eV
* calculated total energy: -3577.3600 hartree
* lowest unoccupied orbital energy: 0.150 hartree
* HOMO-LUMO gap: 0.1366 Ha
* net charge: -2

Geometry (Å):
Ag -1.7608 0.3987 0.6096
C 3.6392 -0.7712 -1.1470
Sb 2.8878 0.2512 0.5941
C 4.0643 -0.8627 2.0189
C 4.5373 1.7063 0.5099
C 4.6434 2.6113 -0.6751
C 5.5423 2.2870 -1.6950
C 5.7512 3.1137 -2.7869
C 5.0626 4.3229 -2.8578
C 4.1642 4.6501 -1.8563
C 3.9107 3.8006 -0.7746
C 2.8658 4.1506 0.2160
Sb 0.8162 3.5793 -0.4063
C 0.0117 5.0419 0.9427
C 0.8562 4.9395 -2.0802
H 4.6632 -1.1100 -0.9699
H 3.6303 -0.0795 -1.9900
H 2.9985 -1.6151 -1.3909
H 5.0768 -0.9894 1.6297
H 3.6041 -1.8312 2.2014
H 4.1090 -0.3091 2.9585
H 5.4317 1.0790 0.5414
H 4.4876 2.2605 1.4487
H 6.1004 1.3600 -1.6107
H 6.4525 2.8267 -3.5611
H 5.2188 5.0015 -3.6880
H 3.6228 5.5875 -1.9091
H 2.7983 5.2336 0.3468
H 3.0251 3.6964 1.1925
H 0.5086 5.9979 0.7636
H 0.1878 4.7050 1.9631
H -1.0600 5.1466 0.7959
H 1.2047 5.9220 -1.7533
H -0.1618 5.0133 -2.4579
H 1.5087 4.5669 -2.8692
N 1.5077 -2.5555 1.0723
C 1.6408 -3.2766 0.1788
N 1.9077 -4.0176 -0.8851
C 0.8848 -4.8487 -1.5197
C 1.1354 -6.3047 -1.1827
O 2.4732 -6.6976 -1.5055
C 3.4145 -5.9255 -0.7840
C 3.2786 -4.4503 -1.1218
H 0.9578 -4.7007 -2.6006
H -0.1071 -4.5211 -1.2066
H 0.4711 -6.9449 -1.7599
H 0.9591 -6.4832 -0.1139
H 4.4039 -6.2955 -1.0592
H 3.2694 -6.0705 0.2965
H 3.5043 -4.2990 -2.1820
H 3.9574 -3.8370 -0.5307
O -2.0428 3.6479 -1.5787
C -2.7098 3.4111 -0.5823
N -2.2501 2.7242 0.4916
S -3.2392 2.8432 1.7485
O -2.7899 3.8238 2.7143
O -3.5587 1.5430 2.2858
C -4.6092 3.5515 0.8619
C -5.8732 3.9065 1.2898
C -6.6826 4.5810 0.3826
C -6.2224 4.9020 -0.8941
C -4.9390 4.5531 -1.2984
C -4.1427 3.8697 -0.3994
H -6.2194 3.6589 2.2843
H -7.6866 4.8668 0.6729
H -6.8771 5.4293 -1.5773
H -4.5567 4.7942 -2.2816
O 1.1778 2.0539 2.6164
S -0.1312 1.3444 2.7963
C -0.5632 1.5036 4.5543
C 0.1379 0.3751 5.3384
C 1.0409 -0.3859 4.3581
C 0.2605 -0.3984 3.0541
H -1.6518 1.4557 4.6079
H -0.2518 2.5121 4.8219
H -0.6226 -0.3042 5.7296
H 0.6990 0.7650 6.1889
H 1.2932 -1.3886 4.7045
H 1.9689 0.1676 4.1983
H -0.6939 -0.9230 3.1439
H 0.7814 -0.7687 2.1721
C -2.2446 -0.3411 -3.1259
C -1.3149 -1.5587 -3.0650
C 0.0834 -1.1447 -2.5908
C -1.9159 -2.6999 -2.2676
C -2.1409 -3.8957 -2.9126
C -2.7126 -5.0210 -2.2999
C -3.1229 -4.8573 -0.9650
C -2.9594 -3.6898 -0.2569
C -3.5846 -3.5937 1.1206
C -2.5841 -3.3492 2.2531
C -4.6808 -2.5209 1.1641
C -2.2619 -2.5027 -0.8336
N -2.0359 -1.4268 -0.1733
H -1.7965 0.4710 -3.7088
H -2.4374 0.0169 -2.1146
H -3.2002 -0.6134 -3.5827
H -1.2031 -1.9290 -4.0951
H 0.0322 -0.7220 -1.5875
H 0.5223 -0.4039 -3.2692
H 0.7490 -2.0143 -2.5581
H -1.8506 -3.9651 -3.9636
H -2.8858 -5.9424 -2.8441
H -3.6358 -5.6848 -0.4704
H -4.0693 -4.5630 1.3100
H -2.0531 -2.4249 2.0346
H -1.8514 -4.1578 2.3176
H -3.1000 -3.2725 3.2194
H -4.2340 -1.5413 0.9910
H -5.1898 -2.5185 2.1353
H -5.4252 -2.7021 0.3843

Results of the Löwdin charge analysis, in e, for atoms 1 through 8:
1 Ag 0.67
2 C -0.33
3 Sb 1.36
4 C -0.34
5 C -0.34
6 C -0.28
7 C -0.08
8 C -0.12

Energy relative to the best compared isomer or geometry (same formula, charge and spin) for the records above, in order: 29.54; 22.72 kcal/mol